Below is 3 unconnected molecules or ions with the total composition C34H72BFN10O5PS2, with properties calculated with wB97M-V/def2-TZVPD.

XYZ file:
```
126
Properties=species:S:1:pos:R:3:forces:R:3
H 6.648316 3.908227 3.522809 -0.289 -1.897 0.097
H -0.411449 -2.870248 -5.166896 -0.010 0.175 0.161
H 0.909690 1.192560 -6.081111 -0.073 -0.026 0.114
H 1.515531 0.555766 3.878880 1.632 0.881 -0.439
N -3.391811 -2.279810 2.579754 3.364 -0.159 0.451
H -1.431516 1.149961 -3.963562 0.088 -0.085 -0.042
C 1.939894 3.847683 3.405021 0.084 0.047 -0.768
H 2.582701 1.441805 -5.726260 0.016 -0.220 0.168
H -8.926956 -2.654845 -1.124434 0.106 0.014 0.033
H 7.808298 -1.331083 5.236153 -0.229 -0.986 -1.235
H 7.901784 -2.915020 4.158448 -0.338 1.629 0.420
C 1.635724 1.136062 -5.273009 -0.282 0.112 -0.183
H 4.891679 1.150216 1.012720 1.337 -0.297 1.348
H 2.187213 -2.286233 -5.342762 -0.085 0.174 0.155
H -1.237692 -0.303408 0.574298 0.443 -0.136 1.613
H -6.821956 0.953846 -1.203505 0.144 -0.237 0.075
H -4.586961 -0.088202 -0.508741 -0.362 -0.103 -0.003
C 3.107401 -0.197172 -3.874303 -0.304 -0.523 0.436
H -1.173844 -2.235689 4.612910 -0.423 -0.726 -0.603
C -0.578948 -1.851385 -5.540014 0.474 -0.257 -0.016
H -1.521434 -1.886031 -6.095664 -0.035 0.138 0.270
C 4.368414 2.351389 3.348853 1.294 -0.275 -0.522
C 5.806216 1.114789 1.717238 0.089 -0.430 -1.709
C -6.904029 0.198531 -1.992638 -0.171 -0.049 -0.393
C -7.830509 -2.417974 -3.044750 -1.788 -1.383 0.054
C -2.105093 -2.474383 2.752788 -1.593 0.343 -1.367
C 0.800106 -0.689135 1.451354 -0.295 -0.206 -0.920
C -0.828563 -0.709147 1.563717 1.726 -0.630 -0.668
O 0.963196 -1.580887 -2.913270 -0.580 2.292 -0.822
S -0.097260 5.225035 5.378015 0.415 -0.851 -0.162
N 0.608188 -0.537891 -3.715308 1.098 -4.114 0.827
H 2.500414 0.541655 0.577396 -1.578 0.249 0.448
H -6.380073 0.615018 -2.863456 0.041 -0.231 0.050
N 7.387910 2.094991 4.576293 -0.177 -0.176 -0.838
H 1.376803 1.890984 -4.526478 -0.049 -0.088 0.015
H 8.396422 1.935938 4.377931 -1.062 0.147 0.445
H -1.210604 -0.143082 2.485192 0.378 -0.756 -1.375
H 1.308182 -1.007735 2.434045 -0.864 0.631 -1.278
O 1.704373 -0.449250 6.479667 0.624 0.102 -2.400
C 1.016115 2.013534 1.608711 -0.071 -0.409 -0.999
H 3.856894 3.525740 -0.809654 -0.882 -0.329 0.070
C 3.130248 4.240953 4.393617 -0.701 1.308 0.912
O 2.413962 -2.441453 5.592063 0.617 5.364 -0.976
H 3.398251 -1.153769 -3.432763 -0.246 0.090 0.020
H 2.586290 1.538318 4.987434 -0.091 -0.737 -1.652
H -6.379321 -0.818693 0.622333 0.130 0.009 -0.232
C 6.813029 2.782360 3.376705 1.737 0.414 -0.972
H 2.191570 3.532078 -0.798058 0.497 -0.785 0.030
H -8.118830 -4.119867 -1.696841 0.032 0.143 -0.030
N 4.327399 3.365962 4.408052 -1.351 -1.946 -0.869
H -6.450498 -2.508339 0.138941 -0.020 0.029 -0.091
H 8.303398 -0.011347 3.190245 -0.944 -1.293 -0.386
H -1.823486 -0.885035 -2.448677 0.093 -0.040 -0.088
H -1.416193 -2.512293 -3.024060 0.148 0.202 0.029
H -9.612304 -1.271773 -3.548711 0.149 -0.254 0.014
H -7.845086 -1.439622 -0.049280 0.020 -0.096 -0.097
S 6.028944 -0.651543 2.226418 -0.014 0.805 -0.050
H -9.606701 -3.551128 -2.442985 0.190 0.106 -0.151
H -2.701385 -1.612888 -3.795470 0.210 0.187 -0.154
O -5.630321 -1.993736 -3.588182 -1.047 -0.924 2.058
C 1.868039 -1.321166 -5.758256 -0.295 -0.312 0.042
N 3.024244 3.108232 -0.352387 0.211 1.193 1.228
H -0.968798 0.899044 -5.652109 0.097 0.024 0.049
H 6.967092 1.161473 4.723292 0.299 0.785 -0.203
H -8.964932 -0.222828 -1.458380 0.061 -0.005 0.018
C -7.879595 -3.317620 -4.311710 0.747 0.281 -0.067
H 0.666070 -2.335154 -7.226339 -0.039 0.095 0.052
H 4.472459 -0.209362 4.815868 -1.452 -0.515 -0.504
H -8.913693 -3.552290 -4.580342 0.043 0.160 0.326
H 0.159664 1.730396 2.304387 1.238 0.648 -0.698
C 7.705714 -0.955107 2.969489 0.845 -1.237 0.283
N -6.443456 -2.226865 -2.520109 1.444 2.258 -3.498
C -6.229713 -1.114044 -1.544123 0.389 0.505 2.048
H 4.018177 5.212876 0.524091 -0.085 -0.441 0.817
H -0.364473 -2.761865 1.774766 -0.300 0.748 -0.416
H -8.159223 -0.709786 -4.346718 0.106 -0.190 0.086
N 5.577770 2.085906 2.836643 -1.192 0.869 0.842
H 0.694613 2.504876 5.424792 -0.193 -0.068 -0.841
H 0.300872 -0.630842 -7.092033 0.047 0.015 0.028
H 6.703930 1.410255 1.055119 -1.385 0.020 1.493
C -0.705264 -0.880993 -4.345087 -2.104 0.750 -0.331
H -7.439170 -2.833067 -5.186544 0.121 -0.029 0.220
H 2.645872 -1.029902 -6.472324 -0.005 0.178 0.227
H -4.200588 -0.465752 -2.169683 -0.183 -0.212 -0.015
H 3.919779 0.084800 -4.550562 -0.323 0.042 -0.130
H 3.426695 -1.094504 3.476989 0.409 0.735 1.698
C -8.656832 -3.221069 -2.012396 -0.119 0.104 0.307
C 7.453827 -1.875770 4.299591 -0.917 0.413 -0.437
C 0.552212 -1.519238 -6.505492 0.018 0.066 -0.016
H -8.775747 0.946212 -2.744368 0.000 -0.099 0.043
H -4.213007 -1.755373 -0.953647 -0.069 0.010 -0.113
C 2.486624 -1.184655 5.504807 -0.427 -4.503 1.100
H 4.270304 2.836166 5.305033 0.645 0.638 -0.728
H 7.617160 2.700756 2.547266 -1.642 0.188 0.993
C 1.384307 0.648264 0.794352 -0.510 0.047 -0.435
N -1.486825 -3.001003 3.987297 -0.097 0.681 -1.264
B 3.065473 3.525833 1.093223 1.128 1.688 -1.226
C -4.722147 -0.845247 -1.287625 0.067 -0.205 -0.700
H -2.453701 0.229148 -5.060016 0.145 -0.192 0.129
P 0.403758 3.540084 4.480100 -0.590 2.650 0.241
C 1.756903 -0.269442 -4.635324 1.304 1.445 -0.774
N 3.168714 1.625421 2.835321 1.661 1.575 1.770
H 2.711116 4.255238 5.473160 0.722 0.213 -1.711
F 3.582902 5.601306 4.163445 -0.802 -2.605 0.138
H -0.693611 3.243813 3.598314 0.931 -0.695 0.414
H 0.595265 2.750578 0.820946 0.511 -1.031 1.512
H -0.663675 -3.589321 3.752074 -0.772 0.684 0.266
C -8.543795 -1.092327 -3.392044 0.348 0.400 -0.052
H 3.067051 0.551591 -3.076196 -0.076 -0.068 -0.035
O 3.821752 4.745128 1.364952 -1.311 -2.363 -0.416
H 1.039300 -1.542773 0.704165 -0.308 1.413 1.122
C 2.280266 2.714723 2.310303 -0.385 0.759 -0.750
H 1.695154 4.804781 2.798678 0.155 -1.451 1.304
C -6.762877 -1.499905 -0.142343 -0.306 -0.129 0.059
H 8.284904 -1.614972 2.217646 -0.885 1.384 1.110
C 2.599025 0.909478 4.012339 0.042 -1.237 2.287
H 6.314094 -2.041256 4.424985 1.848 0.250 -0.178
C 3.429505 -0.438319 4.417648 -2.151 0.633 -0.169
C -8.374829 0.006782 -2.350184 -0.013 0.001 0.064
N -1.196881 -2.180571 1.586434 -0.438 -0.058 2.576
H 0.875918 0.749855 -0.241351 0.862 -0.262 1.651
C -1.413786 0.423207 -4.781610 0.080 0.195 -0.280
H 0.767170 -0.391719 6.162327 1.068 -0.323 0.471
H -3.467919 -1.930044 1.599279 -0.121 -0.367 0.838
C -1.711402 -1.509122 -3.341332 0.686 -0.234 0.284
H -7.359487 -4.266257 -4.145643 -0.005 0.148 0.027
```
Forces are in eV/Å.

Properties
- Multiplicity: 3
- Strongest force on any atom: 5.487 eV/Å
- Charge: +1
- DFT total energy: -3524.38930 Ha